1.
The following is a quantum chemistry calculation of an isolated molecule of C2H4N6O, from the OMol25 dataset.

Last column: Mulliken charge in e.
Geometry (Å):
H 2.72723 0.34998 -0.39869  0.295
N 2.46623 -0.62713 -0.36638  -0.537
C 1.26306 -0.70644 -0.15938  0.350
N 0.71715 -2.01736 0.08715  -0.214
N -0.51794 -1.87086 0.33933  -0.328
N -0.87732 -0.53067 0.38499  0.342
C -2.12113 -0.02828 -0.24441  0.088
O -3.16034 -0.54903 -0.20512  -0.355
N 0.17665 0.13540 -0.17800  0.109
N 0.65510 1.40714 0.33780  -0.531
H -1.97866 0.98120 -0.74380  0.279
H 0.14538 2.02874 -0.20406  0.244
H 0.50459 1.42730 1.35057  0.257

As for the spin multiplicity: 1. For the frontier orbital gap, the calculation gives 9.4 eV. The total energy is -482.24688 Eh. The value obtained for the energy above the lowest of the compared OMol25 structures with the same formula, charge and spin is 52.2 kcal per mole. The SMILES is [H]/N=c1/nnn(C=O)n1N.

---

2.
The following is a quantum chemistry calculation of an isolated molecule of C3H8O2, from the OMol25 dataset.

Last column: Mulliken charge in e.
Geometry (Å):
C 1.41740 -0.88052 -0.29136  -1.150
C 0.57430 0.16075 0.46161  0.196
O 0.52978 1.38061 -0.19195  -0.568
C -0.87515 -0.25086 0.68404  -0.483
O -1.50386 -0.30952 -0.59924  -0.537
H 1.63320 -1.74246 0.34695  0.335
H 0.81353 -1.25960 -1.18700  0.239
H 2.34955 -0.41010 -0.59653  0.323
H 1.06640 0.27885 1.47111  0.327
H -0.10272 1.26812 -0.89441  0.398
H -0.87363 -1.25407 1.12923  0.277
H -1.33933 0.47742 1.34815  0.341
H -2.45376 -0.10300 -0.41377  0.305

As for the spin multiplicity: 1. For the frontier orbital gap, the calculation gives 10.8 eV. The total energy is -269.56350 Eh. The value obtained for the energy above the lowest of the compared OMol25 structures with the same formula, charge and spin is 19.7 kcal per mole. The SMILES is C[C@@H](O)CO.

---

3.
The following is a quantum chemistry calculation of an isolated molecule of C14H26BNO5, from the OMol25 dataset.

Last column: Mulliken charge in e.
Geometry (Å):
C 4.09300 -2.59331 1.48316  -1.144
C 2.97963 -2.41680 0.37043  0.232
O 3.28172 -1.17686 -0.31735  -0.572
B 2.12964 -0.57175 -0.84699  0.827
O 1.49758 -1.07473 -1.97507  -0.628
C 1.64900 0.77249 -0.07018  -0.195
N 0.81549 0.85651 0.93009  0.492
O 0.27299 -0.28260 1.42304  -0.195
C -1.13770 -0.17836 1.70708  -0.607
C -2.04977 -1.15319 0.84835  0.614
C -1.24459 -2.20974 0.00907  -1.355
C -3.13300 -0.34441 -0.01080  0.275
C -2.93178 -0.48152 -1.56921  -1.415
C -4.61210 -0.85794 0.29128  -1.564
C 0.72649 2.27720 1.34962  -0.769
C 0.89848 3.00216 -0.05134  -0.213
C -0.43349 2.71218 -0.83374  -0.991
C 2.21067 2.16106 -0.47238  0.142
C 2.35953 2.52382 -1.98895  0.130
O 2.79712 1.75408 -2.86291  -0.709
O 2.02845 3.72821 -2.29109  -0.696
H 4.33960 -3.66257 1.68070  0.354
H 5.05332 -2.10229 1.16767  0.280
H 3.77207 -2.07908 2.42270  0.268
H 1.94965 -2.42124 0.79997  -0.108
H 3.15703 -3.25934 -0.35513  0.303
H 1.80677 -0.61733 -2.78314  0.331
H -1.26857 -0.47589 2.78463  0.262
H -1.57646 0.84103 1.61779  0.339
H -2.66859 -1.74408 1.58242  0.397
H -0.52083 -2.72072 0.68771  0.365
H -0.67616 -1.72342 -0.81774  0.143
H -1.97283 -2.91872 -0.46752  0.417
H -3.14599 0.74876 0.22459  0.205
H -3.53259 0.34625 -2.04162  0.439
H -1.86845 -0.25251 -1.85700  0.228
H -3.28487 -1.46454 -1.95552  0.362
H -4.85905 -0.56245 1.34602  0.397
H -5.28452 -0.23581 -0.36122  0.406
H -4.71513 -1.94973 0.09881  0.342
H 1.64578 2.42270 1.97870  0.385
H -0.16312 2.60726 1.94646  0.363
H 1.06076 4.09278 0.07415  0.626
H -0.29838 2.52664 -1.92502  0.347
H -1.05547 1.88206 -0.41625  0.013
H -1.06319 3.64225 -0.75678  0.348
H 2.97182 2.63349 0.20248  0.530

As for the spin multiplicity: 1. For the frontier orbital gap, the calculation gives 7.5 eV. The total energy is -1004.76285 Eh.

---

4.
The following is a quantum chemistry calculation of an isolated molecule of C3H7N3O, from the OMol25 dataset.

Last column: Mulliken charge in e.
Geometry (Å):
H 0.94759 -2.17096 -0.71751  0.204
N 0.24392 -1.63574 -0.20667  -0.594
C 0.54997 -0.38545 -0.17891  0.424
C -0.32746 0.64817 0.49369  -0.318
N -1.71614 0.61296 -0.15524  -0.483
C -2.47433 -0.32523 0.27930  -0.222
N 1.81102 0.09398 -0.69630  -0.173
O 2.39380 1.17957 -0.03890  -0.446
H 0.02715 1.67272 0.37016  0.249
H -0.40209 0.43701 1.56547  0.252
H -2.15471 -1.10634 0.99232  0.244
H -3.51242 -0.40017 -0.08488  0.265
H 2.50216 -0.56674 -1.04564  0.248
H 2.11152 1.94622 -0.57688  0.349

As for the spin multiplicity: 1. For the frontier orbital gap, the calculation gives 10.1 eV. The total energy is -357.91190 Eh. The value obtained for the energy above the lowest of the compared OMol25 structures with the same formula, charge and spin is 86.6 kcal per mole. The SMILES is [H]/N=C(/CN=C)NO.

---

5.
The following is a quantum chemistry calculation of an isolated molecule of C5H8O, from the OMol25 dataset.

Last column: Mulliken charge in e.
Geometry (Å):
C -0.59739 -2.65187 -0.52591  -1.325
C -0.60370 -1.20454 -0.29778  0.893
C -0.63733 -0.00982 -0.12691  -0.324
C -0.54782 1.44424 0.06168  -0.544
C 0.81514 1.81500 0.66799  -0.529
O 1.88295 1.26926 -0.06566  -0.488
H 0.03033 -3.16317 0.21160  0.304
H -1.61018 -3.06157 -0.45234  0.288
H -0.20840 -2.88806 -1.52219  0.302
H -0.66620 1.94284 -0.90774  0.246
H -1.35312 1.79987 0.71577  0.294
H 0.94672 2.90117 0.65061  0.307
H 0.84053 1.48835 1.71934  0.263
H 1.70849 0.31831 -0.12847  0.313

As for the spin multiplicity: 1. For the frontier orbital gap, the calculation gives 10.6 eV. The total energy is -270.48940 Eh. The value obtained for the energy above the lowest of the compared OMol25 structures with the same formula, charge and spin is 43.0 kcal per mole. The SMILES is CC#CCCO.

---

6.
The following is a quantum chemistry calculation of a structure of composition C5H4FeO4, from the OMol25 dataset.

Last column: Mulliken spin population.
Geometry (Å):
C 0.49647 1.09973 0.58240  0.484
C 0.12728 0.76368 1.68331  0.469
H -0.39619 0.46705 2.57595  -0.006
H 0.38951 1.13751 -0.58513  0.053
O 2.81361 1.88967 -1.00901  0.009
C 2.24110 1.42331 -2.20207  -0.013
O 2.95750 1.54738 -3.23428  0.193
O 1.02765 1.31832 -2.15603  0.038
Fe 2.89993 2.58355 -4.67463  3.768
C 4.56511 3.52806 -0.38289  -0.002
C 4.09008 2.62890 -1.18249  0.003
O 4.98767 4.49314 0.23853  0.000
H 4.81808 2.14153 -1.84626  0.005
H 5.74831 4.31990 0.83729  0.000

Its total charge is +3. As for the spin multiplicity: 6. For the frontier orbital gap (alpha / beta), the calculation gives 8.8 / 7.4 eV. The total energy is -1756.03304 Eh.

---

7.
The following is a quantum chemistry calculation of a cluster of 2 separate species, C5H12NO in total, from the OMol25 dataset.

Last column: Mulliken charge in e.
Geometry (Å):
C -1.54747 1.07411 -0.72448  -0.012
C -1.90026 1.47858 0.47023  -0.712
N -0.65513 1.87771 -1.59022  -0.282
H -1.65926 0.05926 -1.06184  0.407
H -2.42632 0.80901 1.13281  0.269
H -1.58581 2.40601 0.93785  0.238
H -0.24936 2.65070 -1.06353  0.363
H 0.11345 1.29264 -1.92197  0.336
H -1.12472 2.23448 -2.42391  0.367
C 0.65254 -1.86900 -0.72380  -1.237
C 0.82982 -1.66436 0.58128  0.994
O 0.19314 -2.45297 1.48573  -0.515
C 1.73595 -0.61847 1.15641  -1.296
H 1.18420 -1.29201 -1.46368  0.390
H -0.08964 -2.58460 -1.05418  0.330
H 0.58262 -2.31439 2.35713  0.326
H 2.03508 0.05929 0.36019  0.242
H 1.26675 -0.07797 1.97975  0.395
H 2.64442 -1.06800 1.56625  0.397

Its total charge is +1. As for the spin multiplicity: 1. For the frontier orbital gap, the calculation gives 8.2 eV. The total energy is -327.39469 Eh. The value obtained for the energy above the lowest of the compared OMol25 structures with the same formula, charge and spin is 40.7 kcal per mole.

---

8.
The following is a quantum chemistry calculation of an isolated molecule of C2H4N2OS, from the OMol25 dataset.

Last column: Mulliken charge in e.
Geometry (Å):
O -1.49861 0.18132 0.67176  -0.582
C -0.28337 0.13787 1.20141  0.135
N 0.84405 -0.13067 0.52398  -0.193
C 0.48780 -0.73899 -0.73546  0.065
N -0.08577 -0.29259 -1.78430  -0.333
S -0.69410 1.45705 -1.76466  -0.161
H -0.00198 0.46513 2.32082  0.267
H 1.63202 -0.57651 0.88203  0.291
H 0.61604 -1.87795 -0.90289  0.306
H -1.01608 1.37533 -0.41269  0.205

As for the spin multiplicity: 1. For the frontier orbital gap, the calculation gives 9.3 eV. The total energy is -661.45735 Eh. The value obtained for the energy above the lowest of the compared OMol25 structures with the same formula, charge and spin is 80.4 kcal per mole. The SMILES is O=CN/C=N\S.

---

9.
The following is a quantum chemistry calculation of a cluster of 2 separate species, C9H14 in total, from the OMol25 dataset.

Last column: Mulliken charge in e.
Geometry (Å):
C 0.87982 -1.88851 3.14044  -1.415
C 0.86306 -0.75316 2.16192  0.767
C 2.01242 -0.30789 1.46410  -0.359
C 1.97596 0.66533 0.48141  -0.508
C 0.72093 1.24717 0.16390  -0.546
C -0.41372 0.76808 0.75494  -0.441
C -0.31602 -0.11534 1.83532  -0.469
H 0.05531 -1.85456 3.87307  0.358
H 1.85410 -2.04420 3.60017  0.364
H 0.54974 -2.77987 2.61989  0.306
H 2.91753 -0.89031 1.60943  0.302
H 2.92356 0.95747 0.05694  0.402
H 0.78494 2.07112 -0.53750  0.434
H -1.43325 0.96170 0.48106  0.474
H -1.15974 -0.48223 2.39647  0.317
C -2.21493 0.36080 -2.71708  -0.652
C -0.89804 0.78450 -3.36285  -0.765
H -2.11429 0.18916 -1.64530  0.120
H -3.06874 1.03135 -2.82875  0.288
H -2.40270 -0.64014 -3.11676  0.265
H -0.92107 1.03709 -4.41086  0.336
H -0.45290 1.66022 -2.85286  0.164
H -0.14197 0.02221 -3.16709  0.258

As for the spin multiplicity: 1. For the frontier orbital gap, the calculation gives 10.0 eV. The total energy is -351.30543 Eh. The value obtained for the energy above the lowest of the compared OMol25 structures with the same formula, charge and spin is 15.5 kcal per mole. The SMILES is Cc1ccccc1.CC.